# 1
# H26O13

A 13-piece molecular cluster, H26O13 overall (ωB97M-V/def2-TZVPD, the OMol25 dataset).

Results
Kohn-Sham gap: 9.285 eV
energy relative to the best compared isomer or geometry (same formula, charge and spin): 150.6 kcal per mole

ORCA input file:
```
! RIJCOSX wB97M-V def2-TZVPD def2/J DEFGRID3
* xyz 0 1
H 0.335 0.501 0.176
H 1.144 0.535 1.462
H -0.476 -3.512 -0.490
H 0.787 -4.105 -1.094
H -0.898 -1.005 -3.718
H -2.362 -1.409 -3.649
H -2.895 -1.183 0.015
H -3.222 -2.401 0.864
H 2.144 0.137 -0.686
H 2.031 -0.612 -2.004
H 3.649 -2.058 0.199
H 4.603 -0.905 -0.067
H 3.694 -2.002 4.413
H 3.390 -0.534 4.160
H -1.097 3.300 -0.461
H -0.813 4.490 -1.364
H -3.208 2.883 1.515
H -4.506 3.244 2.218
H -1.416 0.703 1.923
H -2.288 -0.407 1.360
H -1.178 1.604 -0.712
H -0.634 2.452 -1.850
H 3.947 4.099 -1.393
H 3.177 2.998 -0.682
H -2.073 -4.022 -0.452
H -1.970 -2.565 -0.871
O 0.457 0.033 1.010
O 0.349 -3.949 -0.250
O -1.481 -1.699 -3.389
O -3.547 -1.521 0.640
O 1.962 0.271 -1.623
O 4.507 -1.856 -0.190
O 3.337 -1.403 3.747
O -0.381 3.869 -0.765
O -3.734 2.672 2.294
O -2.267 0.547 1.498
O -0.362 1.993 -1.048
O 3.363 3.943 -0.642
O -2.068 -3.127 -0.094
*
```

---

# 2
# C6H15N

A 2-piece molecular cluster, C6H15N overall (ωB97M-V/def2-TZVPD, the OMol25 dataset).

Results
Kohn-Sham gap: 5.961 eV
energy relative to the best compared isomer or geometry (same formula, charge and spin): 162.1 kcal per mole

ORCA input file:
```
! RIJCOSX wB97M-V def2-TZVPD def2/J DEFGRID3
* xyz 0 1
C 2.108 0.933 -0.543
C 1.312 -0.243 -0.009
C 0.048 -0.545 -0.826
C -1.167 0.363 -0.906
C -2.288 0.204 0.129
C -1.905 0.574 1.544
N 2.084 -1.466 0.090
H 2.082 1.740 0.196
H 1.685 1.371 -1.451
H 3.145 0.646 -0.728
H 0.960 -0.082 1.130
H -0.261 -1.506 -0.364
H 0.454 -0.910 -1.771
H -1.524 0.334 -1.935
H -0.826 1.417 -0.860
H -2.660 -0.824 0.063
H -3.138 0.818 -0.186
H -2.353 -0.044 2.325
H -0.823 0.560 1.629
H -2.180 1.586 1.848
H 2.144 -1.688 1.077
H 0.924 -0.544 2.003
*
```

---

# 3
# C11H7Cl4NO2

One molecule with the formula C11H7Cl4NO2 (ωB97M-V/def2-TZVPD, the OMol25 dataset).

Results
SMILES: Clc1cc(C(Cl)(Cl)Cl)cc(OCc2ccco2)n1
Kohn-Sham gap: 9.088 eV
energy relative to the best compared isomer or geometry (same formula, charge and spin): 7.9 kcal per mole

ORCA input file:
```
! RIJCOSX wB97M-V def2-TZVPD def2/J DEFGRID3
* xyz 0 1
Cl 0.804 -1.618 -3.505
Cl -4.014 -0.488 -1.007
Cl -3.242 -3.361 -0.404
Cl -3.149 -1.440 1.791
N 0.568 0.186 -1.582
O 2.677 0.906 2.601
O 0.610 1.877 0.104
C 3.014 1.620 3.713
C 3.268 2.832 3.419
C 3.031 3.011 2.022
C 2.534 1.883 1.597
C -0.014 -0.927 -2.131
C 0.053 0.708 -0.454
C -1.030 -1.645 -1.493
C -1.106 0.121 0.140
C -1.605 -1.111 -0.399
C 2.018 1.756 0.271
C -2.997 -1.608 -0.015
H 3.207 1.205 4.688
H 3.559 3.640 3.969
H 3.114 3.961 1.499
H -1.320 -2.479 -2.045
H -1.654 0.690 0.870
H 2.391 2.680 -0.273
H 2.510 0.829 -0.144
*
```

---

# 4
# C48H65FN5O7

A 6-piece molecular cluster, C48H65FN5O7 overall (ωB97M-V/def2-TZVPD, the OMol25 dataset).

Results
Kohn-Sham gap: 7.001 eV
energy relative to the best compared isomer or geometry (same formula, charge and spin): 0.0 kcal per mole

ORCA input file:
```
! RIJCOSX wB97M-V def2-TZVPD def2/J DEFGRID3
* xyz 1 1
C 4.936 0.218 2.184
C 5.422 0.503 0.782
O 4.452 1.309 0.103
C 5.012 2.045 -0.946
C 3.904 2.568 -1.861
O 2.610 2.273 -1.337
C 1.672 3.035 -2.011
N 0.315 2.608 -1.664
C -0.295 3.350 -0.551
C -0.179 2.496 0.725
C 0.311 3.208 1.980
C -0.630 3.053 3.168
C -1.149 1.651 3.341
O -0.112 0.689 3.224
C -0.601 -0.551 3.053
C 0.443 -1.608 2.907
O -1.816 -0.769 3.002
C -0.311 1.646 -2.284
N -1.632 1.338 -1.989
N 0.368 0.925 -3.262
C -0.538 0.048 -4.067
C 0.188 -0.605 -5.237
O 1.287 0.195 -5.639
C 0.667 -2.030 -4.962
N -0.322 -2.843 -4.265
C 1.281 -0.015 -2.591
O 2.437 -0.133 -2.899
N 0.610 -0.798 -1.563
C 1.513 -1.031 -0.472
O 1.533 -0.370 0.542
F 2.332 -2.073 -0.684
H 4.555 -0.789 2.250
H 5.763 0.317 2.870
H 4.180 0.939 2.446
H 5.562 -0.402 0.198
H 6.366 1.036 0.782
H 5.584 2.878 -0.555
H 5.652 1.398 -1.535
H 3.987 2.158 -2.859
H 4.013 3.645 -1.954
H 1.789 2.970 -3.091
H 1.785 4.073 -1.724
H 0.222 4.289 -0.479
H -1.339 3.534 -0.740
H 0.506 1.687 0.520
H -1.168 2.094 0.891
H 0.555 4.251 1.835
H 1.246 2.733 2.241
H -1.505 3.657 2.954
H -0.169 3.444 4.063
H -1.917 1.470 2.606
H -1.647 1.558 4.295
H 0.308 -2.100 1.959
H 0.294 -2.326 3.697
H 1.436 -1.186 2.960
H -2.296 2.006 -2.354
H -1.772 1.182 -1.002
H -0.999 -0.714 -3.456
H -1.325 0.664 -4.464
H -0.492 -0.644 -6.079
H 2.006 -0.383 -5.886
H 1.589 -2.041 -4.398
H 0.896 -2.460 -5.933
H 0.115 -3.567 -3.725
H -0.986 -3.262 -4.892
H 0.399 -1.697 -2.002
C -2.053 6.662 -1.595
C -0.859 6.456 -2.273
C 0.011 7.513 -2.494
C -0.311 8.780 -2.029
C -1.503 8.987 -1.350
C -2.376 7.930 -1.135
H -2.735 5.837 -1.427
H -0.604 5.465 -2.636
H 0.939 7.353 -3.028
H 0.366 9.606 -2.198
H -1.754 9.975 -0.988
H -3.307 8.094 -0.610
C 2.753 5.167 6.339
C 3.737 5.843 5.632
C 4.300 5.268 4.502
C 3.873 4.018 4.074
C 2.887 3.344 4.779
C 2.328 3.916 5.913
H 2.317 5.614 7.222
H 4.068 6.818 5.964
H 5.073 5.792 3.956
H 4.310 3.570 3.190
H 2.552 2.369 4.443
H 1.562 3.388 6.466
C -4.217 -3.840 1.659
C -3.229 -3.102 1.022
C -2.724 -3.536 -0.197
C -3.206 -4.700 -0.780
C -4.194 -5.435 -0.141
C -4.697 -5.007 1.079
H -4.611 -3.505 2.609
H -2.856 -2.195 1.477
H -1.951 -2.962 -0.696
H -2.813 -5.035 -1.731
H -4.573 -6.341 -0.595
H -5.465 -5.583 1.578
C -8.384 -6.462 -1.086
C -7.397 -5.726 -1.726
C -6.887 -6.159 -2.941
C -7.368 -7.324 -3.521
C -8.357 -8.059 -2.883
C -8.863 -7.630 -1.664
H -8.780 -6.127 -0.137
H -7.024 -4.816 -1.276
H -6.112 -5.587 -3.437
H -6.973 -7.660 -4.471
H -8.734 -8.966 -3.335
H -9.631 -8.205 -1.165
C 4.014 -6.370 2.217
C 2.887 -6.418 3.027
C 1.923 -5.426 2.935
C 2.083 -4.389 2.027
C 3.205 -4.341 1.214
C 4.174 -5.330 1.313
H 4.767 -7.143 2.292
H 2.762 -7.230 3.731
H 1.048 -5.460 3.570
H 1.333 -3.614 1.954
H 3.324 -3.533 0.512
H 5.054 -5.291 0.684
*
```

---

# 5
# C20H23Cl39NO

A 14-piece molecular cluster, C20H23Cl39NO overall (ωB97M-V/def2-TZVPD, the OMol25 dataset).

Results
Kohn-Sham gap: 8.251 eV

ORCA input file:
```
! RIJCOSX wB97M-V def2-TZVPD def2/J DEFGRID3
* xyz 1 1
C -1.291 0.279 3.314
O -1.086 1.700 3.361
C -2.082 2.433 2.687
C -1.674 2.519 1.238
C -0.437 3.084 0.899
C -0.035 3.122 -0.431
C -0.862 2.592 -1.410
N -2.045 2.065 -1.056
C -2.472 2.014 0.226
H -1.799 -0.019 4.226
H -0.311 -0.173 3.274
H -1.877 -0.024 2.449
H -3.049 1.939 2.778
H -2.100 3.420 3.138
H 0.207 3.468 1.675
H 0.916 3.556 -0.689
H -0.564 2.590 -2.451
H -2.642 1.692 -1.783
H -3.426 1.554 0.424
C -2.305 -3.580 2.997
Cl -3.632 -2.432 3.223
Cl -0.810 -2.776 2.506
Cl -2.041 -4.517 4.461
H -2.590 -4.260 2.207
C 1.859 2.447 -5.301
Cl 3.254 2.245 -4.257
Cl 1.713 1.144 -6.458
Cl 0.368 2.559 -4.316
H 1.964 3.381 -5.836
C 4.696 6.354 -4.120
Cl 6.312 5.666 -4.254
Cl 3.670 5.796 -5.444
Cl 3.975 5.960 -2.558
H 4.778 7.430 -4.192
C -1.093 0.144 7.385
Cl 0.323 0.079 8.423
Cl -1.139 -1.250 6.302
Cl -2.577 0.266 8.326
H -1.009 1.033 6.772
C -0.580 -0.450 -9.536
Cl 0.246 0.588 -10.693
Cl 0.597 -1.293 -8.515
Cl -1.708 0.494 -8.561
H -1.140 -1.194 -10.086
C -3.526 -3.583 -7.100
Cl -4.619 -2.258 -6.688
Cl -2.006 -2.954 -7.739
Cl -3.235 -4.612 -5.699
H -3.996 -4.184 -7.867
C 2.201 -0.900 11.676
Cl 2.932 0.078 10.391
Cl 3.436 -1.502 12.772
Cl 0.977 0.025 12.537
H 1.718 -1.747 11.207
C 3.090 -1.604 2.485
Cl 1.938 -0.611 1.563
Cl 3.530 -0.799 3.986
Cl 2.434 -3.207 2.783
H 3.982 -1.708 1.882
C -2.923 -7.809 1.595
Cl -4.260 -6.654 1.668
Cl -1.391 -6.999 1.242
Cl -2.805 -8.724 3.092
H -3.132 -8.499 0.790
C 6.907 6.272 -8.174
Cl 8.062 5.058 -8.714
Cl 7.630 7.880 -8.180
Cl 5.444 6.236 -9.160
H 6.627 6.037 -7.156
C -8.250 -0.950 -7.009
Cl -9.264 -2.108 -6.155
Cl -9.217 0.327 -7.735
Cl -7.028 -0.272 -5.924
H -7.732 -1.475 -7.800
C 2.718 2.958 7.847
Cl 2.405 4.487 8.660
Cl 1.509 2.649 6.599
Cl 4.342 2.921 7.165
H 2.640 2.166 8.580
C 2.436 -7.205 2.395
Cl 3.210 -6.150 1.210
Cl 3.597 -7.751 3.598
Cl 1.057 -6.399 3.156
H 2.056 -8.073 1.874
*
```

---

# 6
# C53H83Br2NO12S2

A 4-piece molecular cluster, C53H83Br2NO12S2 overall (ωB97M-V/def2-TZVPD, the OMol25 dataset).

Results
SMILES: C=CN1c2cc(CCOC(C)=O)ccc2Sc2c1cc([C@@H](Br)[C@H](C)Br)c(CCCS)c2COc1cc(C)ccc1C(C)C.COCCOCCOC.COCCOCCOC.COCCOCCOC
Kohn-Sham gap: 7.885 eV

ORCA input file:
```
! RIJCOSX wB97M-V def2-TZVPD def2/J DEFGRID3
* xyz 0 1
C -0.264 -0.109 8.627
C -0.248 0.378 7.282
N -1.563 0.538 6.631
C -1.941 1.948 6.432
C -1.031 3.169 6.769
C -1.531 4.638 6.517
C -0.600 5.934 6.804
C -0.168 6.452 5.321
O 1.103 5.831 4.883
C 0.891 5.639 3.465
C 0.899 4.197 2.768
O 0.668 6.639 2.722
C -2.972 4.954 5.966
C -3.874 3.744 5.629
C -3.358 2.307 5.839
S -4.392 0.814 5.392
C -3.086 -0.292 4.635
C -1.713 -0.281 5.414
C -0.592 -1.196 4.829
C -0.770 -2.048 3.521
C 0.498 -2.912 3.007
Br 0.109 -4.844 2.779
C 1.226 -2.229 1.732
C 2.613 -3.010 1.439
Br 1.787 -0.397 2.377
C -2.138 -1.981 2.796
C -2.309 -2.811 1.443
C -3.266 -4.111 1.607
C -3.886 -4.402 0.145
S -2.515 -4.591 -1.143
C -3.335 -1.111 3.340
C -4.739 -1.065 2.531
O -5.024 0.344 2.317
C -5.594 0.591 1.032
C -4.690 0.635 -0.253
C -5.351 0.954 -1.643
C -4.435 1.048 -2.954
C -6.890 1.167 -1.686
C -7.774 1.122 -0.413
C -7.138 0.854 0.987
C -8.099 0.871 2.263
C -7.905 -0.361 3.270
C -7.820 2.298 3.011
H -1.206 -0.641 9.027
H 0.588 0.045 9.367
H 0.771 0.557 6.807
H 0.029 3.035 7.175
H 0.375 5.657 7.326
H -1.244 6.692 7.358
H -0.967 6.075 4.578
H -0.156 7.589 5.227
H 1.928 3.929 2.358
H 0.167 4.219 1.874
H 0.523 3.353 3.462
H -3.303 6.047 5.815
H -4.920 3.949 5.225
H 0.436 -1.293 5.332
H 1.265 -2.834 3.869
H 0.550 -2.134 0.822
H 3.389 -2.272 1.007
H 2.489 -3.901 0.737
H 3.033 -3.359 2.460
H -1.299 -3.135 0.989
H -2.769 -2.090 0.671
H -2.655 -4.981 2.032
H -4.109 -3.780 2.322
H -4.565 -5.315 0.095
H -4.434 -3.429 -0.160
H -2.131 -3.318 -1.548
H -4.654 -1.551 1.499
H -5.525 -1.619 3.148
H -3.554 0.458 -0.176
H -3.367 1.270 -2.588
H -4.784 1.957 -3.574
H -4.460 0.119 -3.613
H -7.419 1.377 -2.684
H -8.907 1.293 -0.446
H -9.176 0.876 1.862
H -7.048 -0.130 4.002
H -8.852 -0.530 3.890
H -7.687 -1.341 2.705
H -7.232 3.007 2.324
H -7.161 2.157 3.952
H -8.815 2.799 3.295
C -0.483 7.348 -1.118
O -1.347 6.274 -0.801
C -1.707 6.215 0.578
C -3.216 6.035 0.758
O -4.022 7.154 0.387
C -4.078 7.491 -1.000
C -4.731 6.450 -1.910
O -3.924 5.286 -2.029
C -4.646 4.072 -1.924
H 0.556 7.056 -0.945
H -0.609 7.582 -2.178
H -0.722 8.251 -0.548
H -1.381 7.112 1.116
H -1.192 5.348 1.001
H -3.391 5.900 1.832
H -3.575 5.125 0.284
H -3.091 7.779 -1.363
H -4.689 8.398 -1.051
H -4.835 6.875 -2.914
H -5.730 6.212 -1.529
H -5.456 4.138 -1.192
H -3.954 3.297 -1.588
H -5.046 3.791 -2.903
C 4.502 -5.275 -4.943
O 3.249 -4.624 -4.870
C 2.440 -5.053 -3.777
C 1.862 -3.867 -3.005
O 2.806 -3.091 -2.266
C 3.763 -2.336 -3.012
C 3.193 -1.210 -3.875
O 2.455 -1.724 -4.976
C 1.223 -1.065 -5.201
H 4.402 -6.213 -5.494
H 5.191 -4.622 -5.484
H 4.929 -5.460 -3.952
H 3.004 -5.696 -3.091
H 1.616 -5.635 -4.204
H 1.180 -4.281 -2.252
H 1.250 -3.230 -3.639
H 4.404 -2.999 -3.592
H 4.413 -1.874 -2.262
H 4.023 -0.626 -4.287
H 2.581 -0.549 -3.252
H 0.734 -0.776 -4.265
H 0.561 -1.758 -5.724
H 1.381 -0.184 -5.830
C 8.450 -3.981 -3.851
O 8.857 -5.081 -4.643
C 8.208 -5.148 -5.911
C 9.210 -5.374 -7.044
O 10.086 -4.281 -7.322
C 11.057 -3.946 -6.329
C 12.125 -5.006 -6.059
O 11.573 -6.144 -5.409
C 12.014 -7.380 -5.939
H 7.552 -4.241 -3.284
H 9.255 -3.755 -3.148
H 8.272 -3.084 -4.452
H 7.629 -4.239 -6.112
H 7.520 -5.999 -5.868
H 8.625 -5.511 -7.960
H 9.771 -6.295 -6.910
H 10.568 -3.627 -5.409
H 11.570 -3.059 -6.715
H 12.880 -4.585 -5.387
H 12.614 -5.277 -7.001
H 12.136 -7.341 -7.026
H 11.256 -8.132 -5.715
H 12.956 -7.673 -5.466
*
```

---

LUMO energy for the records above, in order: -0.008 -0.066 -0.003 -0.131 -0.151 0.005 hartree